This record from OMol25 describes a molecular structure, C41H61F6N13O8ReS4Si. The level of theory is the ωB97M-V functional and the def2-TZVPD basis.

Geometry as XYZ:
```
135
Properties=species:S:1:pos:R:3:mulliken_charge:R:1
Re -1.608 0.355 0.634 2.103
C -0.822 -5.023 0.390 -0.986
N -1.046 -3.743 1.083 0.764
C -1.863 -2.764 0.736 -1.504
N -1.494 -1.647 1.372 0.781
C -0.421 -2.050 2.141 -0.411
N -0.123 -3.301 1.981 -0.868
C 0.076 -4.824 -0.819 0.221
C 1.219 -5.573 -1.072 -0.923
C 1.988 -5.300 -2.200 -0.945
C 1.651 -4.272 -3.075 -0.258
C 0.504 -3.527 -2.824 0.023
C -0.264 -3.828 -1.707 0.940
C -0.016 -2.371 -3.580 0.253
N -1.262 -2.043 -3.531 -0.292
N -1.379 -0.777 -4.057 -0.398
C -0.193 -0.412 -4.417 0.363
O 0.714 -1.401 -4.193 -0.257
C 0.131 0.979 -4.785 -0.058
C 1.162 1.427 -5.601 -0.334
C 1.346 2.797 -5.760 -0.841
C 0.561 3.718 -5.073 -1.006
C -0.460 3.272 -4.243 0.299
C -1.302 4.196 -3.373 -0.939
N -1.329 3.686 -1.991 0.789
C -2.085 2.736 -1.476 -1.248
N -1.518 2.285 -0.352 0.465
C -0.393 3.071 -0.212 -0.138
N -0.249 3.912 -1.192 -0.836
C -0.676 1.913 -4.145 0.739
H -1.788 -5.421 0.085 0.278
H -0.375 -5.696 1.114 0.460
H -2.693 -2.828 0.046 1.338
H 0.145 -1.390 2.777 0.264
H 1.523 -6.362 -0.391 0.490
H 2.874 -5.892 -2.393 0.432
H 2.261 -4.072 -3.946 0.580
H -1.144 -3.228 -1.528 0.176
H 1.799 0.726 -6.127 0.565
H 2.132 3.155 -6.413 0.435
H 0.766 4.779 -5.172 0.474
H -2.321 4.277 -3.746 0.307
H -0.862 5.186 -3.319 0.481
H -3.032 2.416 -1.892 0.835
H 0.310 2.969 0.599 0.027
H -1.474 1.531 -3.527 -0.083
F -3.401 3.366 2.126 -0.191
C -4.569 3.221 1.522 0.399
F -4.535 3.930 0.392 -0.219
F -5.542 3.656 2.280 -0.215
S -4.893 1.423 1.005 0.938
O -3.651 0.629 1.256 -0.565
O -5.133 1.554 -0.406 -0.660
N -6.099 0.871 1.814 -0.609
S -5.789 0.553 3.384 0.980
O -6.971 0.436 4.156 -0.626
O -4.702 1.369 3.855 -0.581
C -5.101 -1.207 3.361 0.572
F -5.820 -1.956 4.172 -0.248
F -3.827 -1.204 3.814 -0.332
F -5.109 -1.752 2.148 -0.218
C -4.810 -0.465 -3.231 -1.420
C -4.488 -1.640 -2.299 1.483
C -5.569 -1.808 -1.240 -1.502
C -4.357 -2.918 -3.122 -1.716
N -3.153 -1.494 -1.641 1.020
N -2.751 -0.154 -1.293 1.270
H -5.626 -0.743 -3.899 0.501
H -3.945 -0.218 -3.857 0.194
H -5.134 0.423 -2.685 0.271
H -6.541 -1.971 -1.713 0.535
H -5.655 -0.923 -0.609 0.205
H -5.353 -2.671 -0.605 0.295
H -5.286 -3.106 -3.659 0.487
H -4.161 -3.784 -2.479 0.301
H -3.548 -2.833 -3.854 0.333
H -2.433 -1.863 -2.251 -1.183
H -3.610 0.385 -1.148 -0.369
H -2.254 0.252 -2.087 -0.458
S -1.251 1.566 2.686 -0.255
C -0.518 0.765 4.036 -0.116
N -1.116 -0.146 4.788 0.217
C -0.381 -0.384 6.045 -0.628
C 0.807 0.598 5.921 -0.525
N 0.601 1.166 4.580 0.177
H -2.074 -0.428 4.633 0.179
H -0.068 -1.424 6.116 0.354
H -1.013 -0.155 6.900 0.363
H 1.764 0.100 5.984 0.200
H 0.773 1.384 6.670 0.408
H 1.248 1.762 4.090 0.045
C 3.322 3.570 3.311 -1.778
C 3.164 3.311 1.819 1.993
C 2.486 4.487 1.144 -1.755
C 4.537 3.067 1.207 -1.599
O 2.264 2.144 1.653 0.048
Si 2.471 0.663 0.994 -2.152
S 0.599 0.055 -0.081 0.391
O 3.626 0.697 -0.103 0.826
C 4.051 0.411 -1.453 1.822
C 3.360 1.395 -2.378 -1.526
C 5.556 0.631 -1.474 -1.724
C 3.719 -1.028 -1.806 -1.335
O 2.697 -0.453 2.143 0.519
C 3.780 -1.350 2.550 1.739
C 5.076 -1.034 1.817 -1.232
C 3.978 -1.156 4.041 -1.654
C 3.337 -2.770 2.253 -1.500
H 4.100 4.315 3.474 0.478
H 3.633 2.658 3.831 0.185
H 2.402 3.969 3.752 0.373
H 3.121 5.372 1.224 0.504
H 1.527 4.714 1.616 0.356
H 2.316 4.278 0.085 0.234
H 5.174 3.929 1.406 0.698
H 4.469 2.928 0.130 0.085
H 5.012 2.182 1.641 0.349
H 3.618 2.421 -2.102 0.311
H 2.275 1.280 -2.319 0.125
H 3.680 1.223 -3.407 0.679
H 5.795 1.664 -1.211 0.342
H 5.950 0.429 -2.473 0.459
H 6.052 -0.033 -0.765 0.302
H 2.654 -1.225 -1.672 0.034
H 4.284 -1.725 -1.180 0.313
H 3.983 -1.218 -2.847 0.654
H 5.404 -0.010 2.014 0.305
H 4.961 -1.159 0.743 -0.126
H 5.854 -1.714 2.165 0.659
H 4.225 -0.113 4.258 0.284
H 4.804 -1.777 4.393 0.443
H 3.077 -1.451 4.584 0.220
H 3.206 -2.917 1.177 0.251
H 2.390 -2.996 2.745 0.270
H 4.089 -3.475 2.616 0.487
```

Spin multiplicity ... 4
Gap between HOMO and LUMO (alpha / beta) ... 8.24 / 6.79 eV
Charge ... +2
Lowest unoccupied orbital energy (alpha / beta) ... -5.45 / -6.91 eV

This record from OMol25 describes 8 unconnected molecules or ions with the total composition C41H64IO16. The level of theory is the ωB97M-V functional and the def2-TZVPD basis.

Geometry as XYZ:
```
122
Properties=species:S:1:pos:R:3:mulliken_charge:R:1
C -3.527 0.464 0.832 -0.713
C -2.820 0.284 1.928 0.558
C -1.824 1.324 2.334 0.163
O -1.146 1.933 1.572 -0.555
O -1.809 1.668 3.659 -0.338
C -1.819 0.647 4.669 -0.891
C -0.453 -0.009 4.868 -0.706
C -0.392 -1.428 4.280 0.771
C 1.018 -1.921 3.922 -1.479
C 1.262 -1.930 2.413 1.711
C 2.673 -2.332 1.976 -1.362
C 2.934 -2.179 0.476 1.225
C 4.014 -1.162 0.153 -1.299
C 3.613 0.220 -0.372 0.320
C 4.798 1.041 -0.886 -1.285
I 2.636 1.359 1.182 -0.032
H -4.379 -0.173 0.621 0.300
H -3.267 1.228 0.110 0.264
H -2.937 -0.619 2.508 0.112
H -2.163 1.144 5.578 0.478
H -2.559 -0.120 4.431 0.380
H 0.341 0.612 4.443 0.351
H -0.265 -0.063 5.946 0.399
H -1.017 -1.443 3.380 -0.726
H -0.846 -2.110 5.006 0.500
H 1.134 -2.940 4.305 0.317
H 1.780 -1.292 4.398 0.442
H 0.994 -0.955 1.988 -0.004
H 0.575 -2.667 1.976 -1.011
H 3.406 -1.743 2.567 0.197
H 2.794 -3.386 2.282 0.264
H 3.354 -3.131 0.137 -0.613
H 4.726 -0.970 0.992 0.296
H 4.617 -1.567 -0.682 0.263
H 2.892 0.070 -1.179 0.033
H 5.640 0.919 -0.197 0.279
H 4.548 2.098 -0.936 0.366
H 5.095 0.680 -1.874 0.383
O 6.401 4.248 -2.314 -0.599
C 5.414 4.408 -2.970 0.540
O 4.545 3.411 -3.241 -0.312
C 3.513 3.863 -4.133 -0.453
C 3.473 5.377 -3.970 -0.236
C 4.935 5.684 -3.646 -0.516
H 3.784 3.563 -5.149 0.200
H 2.584 3.376 -3.855 0.357
H 3.083 5.887 -4.846 0.232
H 2.840 5.634 -3.122 0.229
H 5.537 5.833 -4.545 0.273
H 5.076 6.531 -2.980 0.310
O 3.745 -4.995 -2.076 -0.550
C 4.617 -5.418 -1.381 0.494
O 4.593 -5.358 -0.029 -0.265
C 5.816 -5.852 0.521 -0.449
C 6.414 -6.753 -0.555 -0.475
C 5.918 -6.075 -1.827 -0.471
H 6.457 -4.997 0.750 0.263
H 5.584 -6.375 1.446 0.298
H 7.497 -6.843 -0.481 0.319
H 5.984 -7.754 -0.479 0.256
H 6.591 -5.285 -2.166 0.253
H 5.727 -6.758 -2.651 0.313
O -1.308 7.206 7.267 -0.598
C -1.266 6.396 6.385 0.439
O -1.875 5.193 6.482 -0.401
C -1.581 4.386 5.322 0.088
C -1.196 5.376 4.231 -0.455
C -0.556 6.497 5.047 -0.396
H -0.759 3.711 5.569 0.071
H -2.458 3.795 5.075 0.141
H -0.551 4.935 3.476 0.306
H -2.095 5.747 3.736 0.284
H 0.509 6.328 5.218 0.246
H -0.694 7.489 4.625 0.306
O 0.610 4.853 -4.576 -0.494
C -0.052 5.547 -5.287 0.488
O 0.475 6.607 -5.956 -0.331
C -0.558 7.323 -6.650 -0.455
C -1.693 6.320 -6.828 -0.462
C -1.536 5.450 -5.583 -0.500
H -0.855 8.177 -6.037 0.262
H -0.145 7.689 -7.587 0.299
H -2.667 6.795 -6.925 0.319
H -1.518 5.719 -7.722 0.265
H -2.076 5.851 -4.723 0.264
H -1.820 4.411 -5.725 0.321
O -2.097 -1.186 -3.742 -0.701
C -1.179 -1.602 -3.081 0.474
O -1.168 -1.534 -1.743 -0.194
C 0.116 -2.026 -1.218 0.189
C 0.653 -2.926 -2.315 -0.333
C 0.106 -2.248 -3.570 -0.563
H 0.776 -1.188 -1.011 -0.031
H -0.064 -2.548 -0.283 -0.328
H 1.734 -3.016 -2.260 0.419
H 0.228 -3.929 -2.226 0.182
H 0.764 -1.455 -3.933 0.311
H -0.111 -2.931 -4.389 0.317
O -0.940 -4.863 2.322 -0.618
C -1.607 -4.371 1.459 0.311
O -1.727 -4.922 0.226 -0.430
C -2.481 -4.050 -0.639 -0.322
C -3.301 -3.161 0.290 -0.163
C -2.381 -3.068 1.501 0.288
H -1.778 -3.470 -1.236 -0.234
H -3.086 -4.667 -1.300 0.468
H -3.559 -2.204 -0.156 0.429
H -4.227 -3.666 0.567 -0.025
H -1.655 -2.257 1.404 -0.500
H -2.901 -2.973 2.452 0.694
O -6.008 -1.771 0.782 -0.466
C -6.965 -2.478 0.693 0.480
O -6.908 -3.697 0.097 -0.336
C -8.212 -4.291 0.037 -0.468
C -9.016 -3.606 1.139 -0.496
C -8.385 -2.216 1.162 -0.513
H -8.629 -4.103 -0.955 0.263
H -8.103 -5.364 0.176 0.316
H -10.087 -3.612 0.948 0.330
H -8.838 -4.107 2.091 0.274
H -8.853 -1.534 0.449 0.271
H -8.374 -1.749 2.143 0.324
```

Spin multiplicity ... 1
Gap between HOMO and LUMO ... 3.45 eV
Charge ... -1
Lowest unoccupied orbital energy ... 1.85 eV

This record from OMol25 describes a molecular structure, C41H64N5O2PmSSi3. The level of theory is the ωB97M-V functional and the def2-TZVPD basis.

Geometry as XYZ:
```
117
Properties=species:S:1:pos:R:3:mulliken_charge:R:1
Pm 0.124 -0.203 0.534 0.385
N 2.974 -3.644 0.525 0.113
C 2.562 -4.541 -0.444 -0.220
C 2.814 -5.894 -0.238 -0.571
C 2.543 -6.862 -1.149 -0.855
C 1.778 -6.489 -2.333 -0.610
C 1.474 -5.158 -2.541 -0.858
C 1.861 -4.194 -1.579 1.235
S 1.505 -2.559 -1.920 -0.131
N 1.705 -1.895 -0.320 -0.243
C 2.423 -2.390 0.648 0.642
C 2.870 -1.553 1.745 0.157
C 4.094 -1.814 2.339 -0.863
C 4.358 -1.179 3.574 -0.924
C 3.448 -0.196 3.989 -0.700
C 2.340 0.115 3.265 -0.559
N 2.065 -0.531 2.121 1.107
H 3.505 -3.982 1.301 0.317
H 3.394 -6.132 0.645 0.431
H 2.935 -7.868 -1.109 0.421
H 1.473 -7.288 -3.011 0.406
H 0.880 -4.773 -3.409 0.361
H 4.730 -2.532 1.826 0.777
H 5.169 -1.511 4.256 0.439
H 3.625 0.364 4.897 0.535
H 1.716 1.010 3.460 0.384
C -1.987 -2.167 -1.155 -1.067
O -1.697 -1.664 0.155 0.468
Si -2.310 -2.356 1.621 0.373
C -1.719 -4.134 1.526 -1.240
C -4.211 -2.402 1.509 -1.198
C -1.423 -1.219 2.869 1.421
Si -0.890 -2.364 4.299 -0.043
C 0.544 -3.520 3.898 -0.682
C -0.293 -1.354 5.802 -1.163
C -2.312 -3.420 5.102 -1.224
Si -2.578 0.050 3.666 0.415
C -3.610 0.958 2.258 -0.878
C -1.543 1.502 4.504 -1.545
C -3.876 -0.428 4.962 -1.145
H -1.741 -3.268 -1.250 0.239
H -1.366 -1.646 -1.902 0.271
H -3.042 -2.035 -1.386 0.326
H -2.341 -4.692 0.795 0.501
H -1.896 -4.676 2.451 0.349
H -0.638 -4.179 1.258 0.099
H -4.512 -3.375 1.037 0.468
H -4.742 -1.519 0.993 0.212
H -4.628 -2.465 2.535 0.287
H 0.739 -3.731 2.822 -0.123
H 0.363 -4.476 4.435 0.516
H 1.482 -3.019 4.302 0.179
H 0.272 -0.503 5.356 0.088
H 0.271 -2.021 6.431 0.491
H -1.115 -0.937 6.413 0.326
H -3.345 -3.286 4.723 0.320
H -2.301 -3.218 6.227 0.398
H -2.036 -4.519 5.056 0.422
H -3.160 1.044 1.248 -0.228
H -3.803 1.946 2.663 0.526
H -4.609 0.521 2.092 0.357
H -0.435 1.414 4.548 0.230
H -1.858 1.618 5.543 0.371
H -1.744 2.487 4.041 0.517
H -4.659 -1.026 4.520 0.340
H -4.355 0.396 5.461 0.434
H -3.426 -1.057 5.747 0.336
C 4.851 3.819 -3.702 -1.430
C 3.959 2.739 -4.316 1.809
C 4.911 1.626 -4.855 -1.566
C 3.074 3.273 -5.465 -1.885
C 3.139 2.051 -3.234 0.048
C 3.734 1.729 -1.990 -0.978
C 2.892 1.302 -0.994 -0.937
N 1.559 1.125 -1.104 0.531
C 0.981 1.522 -2.281 -0.603
C 1.768 1.877 -3.388 -0.080
C -0.442 1.735 -2.256 -0.166
C -0.978 2.700 -3.139 -0.353
C -2.318 3.067 -3.086 0.081
C -3.166 2.209 -2.330 -1.369
C -2.591 1.175 -1.587 -0.542
N -1.256 0.943 -1.469 0.620
C -2.842 4.403 -3.737 1.792
C -3.543 5.313 -2.744 -1.570
C -3.834 4.039 -4.886 -1.420
C -1.644 5.158 -4.340 -1.742
H 5.425 4.374 -4.493 0.395
H 5.587 3.358 -3.041 0.388
H 4.316 4.605 -3.081 0.300
H 5.561 2.047 -5.618 0.429
H 4.297 0.803 -5.318 0.355
H 5.605 1.159 -4.185 0.380
H 3.669 3.942 -6.131 0.373
H 2.192 3.845 -5.162 0.460
H 2.621 2.467 -6.073 0.352
H 4.819 1.760 -1.874 0.470
H 3.344 1.016 -0.035 0.397
H 1.248 2.039 -4.355 0.959
H -0.257 3.312 -3.693 0.671
H -4.232 2.397 -2.255 0.505
H -3.300 0.545 -1.038 0.295
H -4.549 4.915 -2.436 0.327
H -3.693 6.252 -3.273 0.497
H -2.961 5.465 -1.813 0.299
H -4.625 3.318 -4.539 0.322
H -3.347 3.519 -5.718 0.369
H -4.229 5.055 -5.198 0.407
H -0.881 5.283 -3.517 0.441
H -1.903 6.141 -4.807 0.423
H -1.249 4.540 -5.210 0.334
C -0.584 3.118 1.397 -0.832
O -0.167 1.737 1.733 -0.013
H -0.324 3.766 2.250 0.351
H -1.670 3.139 1.203 0.240
H -0.002 3.358 0.521 0.302
H -0.799 1.359 2.415 -0.358
```

Spin multiplicity ... 5
Gap between HOMO and LUMO (alpha / beta) ... 6.44 / 6.45 eV
Charge ... +2
Lowest unoccupied orbital energy (alpha / beta) ... -5.82 / -5.81 eV

- Among the records above, which one has the highest spin multiplicity?
  C41H64N5O2PmSSi3